Formula: C3H11NP
Source: the OMol25 dataset
Level of theory: ωB97M-V/def2-TZVPD

The value obtained for the gap between HOMO and LUMO is 7.34 eV. Its relative energy (zero: lowest compared OMol25 entry of this formula, charge and spin) is 5.604 eV. The energy comes out at -516.60882 Ha. As for the LUMO energy: -6.02 eV. Its charge is +1.

```
16
Properties=species:S:1:pos:R:3:forces:R:3:nbo_charge:R:1
C 0.433229 -1.489867 0.606070 0.0 -1.9 0.4 -0.450
C 0.750191 1.269025 1.662248 -1.0 -3.2 -0.5 -0.153
C -0.048777 -0.009112 -1.167912 -1.9 0.5 -2.2 -0.519
N -0.213570 -0.260971 0.243655 0.7 2.0 2.2 -0.453
P -1.063696 1.457672 -1.873853 0.7 0.6 1.3 0.333
H 0.209970 -1.917367 1.594093 -0.1 0.9 0.0 0.239
H 0.043829 -2.278381 -0.063990 0.6 0.3 -0.1 0.234
H 1.497412 -1.342892 0.529787 0.4 -0.4 -0.3 0.218
H 0.006522 1.932838 2.114573 0.3 -0.3 -0.6 0.248
H 1.116594 0.370473 2.142045 -0.8 0.0 1.0 0.204
H 1.587847 1.467543 1.073579 0.6 1.6 -1.6 0.213
H -0.534107 -0.776194 -1.808012 0.3 -0.4 1.1 0.243
H 0.963050 -0.010298 -1.564338 0.4 0.3 0.8 0.248
H -1.161149 -0.257489 0.642006 0.2 0.4 -0.9 0.426
H -1.375946 0.752273 -3.019234 -0.4 -0.3 -0.5 -0.001
H -2.211399 1.092747 -1.110719 0.0 -0.1 -0.4 -0.030
```
Forces are in eV/Å.